{
  "formula": "C3H8SSi",
  "method": "wB97M-V/def2-TZVPD",
  "symbols": ["H", "H", "H", "H", "C", "Si", "H", "C", "H", "H", "H", "S", "C"],
  "coordinates": [[-3.34840, -0.18391, -0.61653], [-3.56141, 1.25306, 0.41459], [1.64360, -0.93445, 1.86295], [2.27690, 1.27410, -0.87956], [1.81002, 0.14374, 1.62735], [0.43147, 0.76404, 0.48946], [2.75394, 0.15865, 1.12531], [-3.97913, 0.48640, -0.16844], [1.62949, 2.79258, -0.79148], [1.82823, 0.79171, 2.47885], [0.72045, 1.63869, -1.85911], [-5.54114, 0.40400, -0.41782], [1.26908, 1.77780, -0.90457]],
  "homo_ev": -7.929,
  "lumo_ev": -0.391,
  "charge": 0,
  "relative_energy_kj_mol": 322.2
}